{"formula": "CH4N2OS2", "method": "ωB97M-V/def2-TZVPD", "elements": ["H", "N", "O", "H", "H", "C", "S", "H", "S", "N"], "xyz": [[-0.863, 2.006, 0.768], [-2.842, -0.747, -0.299], [-5.010, 0.005, 0.156], [-1.868, -0.512, -0.204], [2.128, -0.463, 0.867], [-3.903, -0.286, -0.027], [0.176, 1.730, -0.017], [1.971, -0.566, -1.064], [1.139, -0.955, 0.001], [-0.080, 0.030, 0.012]], "relative_energy_kj_mol": 235.6, "orbital_gap_ev": 8.804}

=====

{"formula": "CH4N2S", "method": "ωB97M-V/def2-TZVPD", "elements": ["H", "C", "H", "S", "N", "H", "N", "H"], "xyz": [[0.205, 1.918, 0.262], [0.433, -0.052, -0.124], [0.021, -1.928, -0.362], [2.504, -0.078, -0.082], [-0.267, 1.111, -0.041], [-1.152, 0.992, 0.462], [-0.390, -1.101, 0.071], [-1.353, -0.863, -0.187]], "relative_energy_kj_mol": 153.2, "orbital_gap_ev": 8.410}

=====

{"formula": "CH4N2S2", "method": "ωB97M-V/def2-TZVPD", "elements": ["N", "S", "H", "H", "H", "S", "N", "C", "H"], "xyz": [[1.035, 1.799, 1.475], [0.216, 0.609, -1.377], [1.344, 2.498, 0.897], [0.074, -2.038, -1.598], [-1.290, -1.187, -1.498], [-0.803, -0.234, 1.828], [-0.378, -1.283, -1.076], [0.138, 0.999, 1.424], [-0.337, -1.162, -0.074]], "relative_energy_kj_mol": 198.4, "orbital_gap_ev": 8.291}

=====

Number 1: DFT total energy -27797.463 eV. Number 2: DFT total energy -14916.017 eV. Number 3: DFT total energy -25750.434 eV.